C48H120N8O16 | the ωB97M-V functional and the def2-TZVPD basis

Properties
SMILES: COCCNCCOC.COCCNCCOC.COCCNCCOC.COCCNCCOC.COCCNCCOC.COCCNCCOC.COCCNCCOC.COCCNCCOC
Energy above the lowest of the compared OMol25 structures with the same formula, charge and spin (kJ/mol): 949.90
LUMO level (eV): 0.56
Calculated total energy (eV): -96382.8932

Bonds (Å) are listed after each position.
CARTESIAN COORDINATES (ANGSTROEM)
1 C -16.175 13.924 -5.195  O2 1.424, H10 1.090, H11 1.090, H12 1.090
2 O -16.428 13.026 -4.119  C1 1.424, C3 1.487
3 C -17.556 13.430 -3.238  O2 1.487, C4 1.579, H13 1.090, H14 1.090
4 C -17.307 12.463 -2.015  C3 1.579, N5 1.437, H15 1.090, H16 1.090
5 N -18.172 12.813 -0.922  C4 1.437, C6 1.460, H17 1.010
6 C -18.093 12.107 0.353  N5 1.460, C7 1.577, H18 1.090, H19 1.090
7 C -18.681 10.644 0.304  C6 1.577, O8 1.420, H20 1.090, H21 1.090
8 O -18.299 9.793 1.375  C7 1.420, C9 1.457
9 C -19.423 9.514 2.260  O8 1.457, H22 1.090, H23 1.090, H24 1.090
10 H -15.327 13.597 -5.797  C1 1.090
11 H -16.016 14.927 -4.800  C1 1.090
12 H -17.102 13.918 -5.769  C1 1.090
13 H -18.484 13.225 -3.771  C3 1.090
14 H -17.397 14.459 -2.915  C3 1.090
15 H -16.239 12.418 -1.802  C4 1.090
16 H -17.628 11.489 -2.384  C4 1.090
17 H -17.985 13.738 -0.561  N5 1.010
18 H -18.662 12.631 1.122  C6 1.090
19 H -17.054 12.057 0.680  C6 1.090
20 H -18.417 10.143 -0.627  C7 1.090
21 H -19.753 10.600 0.108  C7 1.090
22 H -20.192 8.910 1.780  C9 1.090
23 H -19.795 10.368 2.827  C9 1.090
24 H -19.210 8.790 3.047  C9 1.090
25 C -12.380 17.285 10.715  O26 1.449, H34 1.090, H35 1.090, H36 1.090
26 O -11.730 16.010 10.488  C25 1.449, C27 1.414
27 C -10.321 15.979 10.598  O26 1.414, C28 1.596, H37 1.090, H38 1.090
28 C -9.738 14.554 10.179  C27 1.596, N29 1.467, H39 1.090, H40 1.090
29 N -9.825 13.292 10.923  C28 1.467, C30 1.451, H41 1.010
30 C -11.232 13.013 11.144  N29 1.451, C31 1.565, H42 1.090, H43 1.090
31 C -11.912 12.586 9.801  C30 1.565, O32 1.468, H44 1.090, H45 1.090
32 O -11.284 11.345 9.330  C31 1.468, C33 1.370
33 C -11.614 10.200 10.006  O32 1.370, H46 1.090, H47 1.090, H48 1.090
34 H -12.406 17.444 11.793  C25 1.090
35 H -13.434 17.111 10.496  C25 1.090
36 H -11.801 18.086 10.255  C25 1.090
37 H -10.062 16.205 11.633  C27 1.090
38 H -9.915 16.773 9.972  C27 1.090
39 H -8.685 14.834 10.223  C28 1.090
40 H -9.913 14.372 9.119  C28 1.090
41 H -9.332 12.477 10.587  N29 1.010
42 H -11.850 13.808 11.562  C30 1.090
43 H -11.394 12.162 11.806  C30 1.090
44 H -11.854 13.308 8.986  C31 1.090
45 H -12.975 12.412 9.963  C31 1.090
46 H -12.141 10.310 10.954  C33 1.090
47 H -10.612 9.822 10.207  C33 1.090
48 H -12.016 9.438 9.337  C33 1.090
49 C -23.342 9.499 5.643  O50 1.423, H58 1.090, H59 1.090, H60 1.090
50 O -22.461 10.435 6.254  C49 1.423, C51 1.371
51 C -21.127 10.163 6.088  O50 1.371, C52 1.495, H61 1.090, H62 1.090
52 C -20.419 10.301 7.397  C51 1.495, N53 1.489, H63 1.090, H64 1.090
53 N -18.976 9.934 7.438  C52 1.489, C54 1.446, H65 1.010
54 C -18.455 9.723 8.770  N53 1.446, C55 1.480, H66 1.090, H67 1.090
55 C -16.986 9.560 8.841  C54 1.480, O56 1.394, H68 1.090, H69 1.090
56 O -16.280 10.734 8.585  C55 1.394, C57 1.412
57 C -14.983 10.662 9.141  O56 1.412, H70 1.090, H71 1.090, H72 1.090
58 H -24.347 9.390 6.050  C49 1.090
59 H -22.913 8.505 5.772  C49 1.090
60 H -23.382 9.656 4.565  C49 1.090
61 H -20.820 10.890 5.337  C51 1.090
62 H -20.822 9.250 5.576  C51 1.090
63 H -20.790 9.516 8.056  C52 1.090
64 H -20.697 11.241 7.873  C52 1.090
65 H -18.430 10.749 7.198  N53 1.010
66 H -18.994 8.937 9.298  C54 1.090
67 H -18.687 10.618 9.348  C54 1.090
68 H -16.702 8.833 8.080  C55 1.090
69 H -16.696 9.121 9.796  C55 1.090
70 H -14.513 9.680 9.188  C57 1.090
71 H -14.852 11.126 10.119  C57 1.090
72 H -14.367 11.388 8.611  C57 1.090
73 C -23.009 14.015 5.225  O74 1.428, H82 1.090, H83 1.090, H84 1.090
74 O -22.481 15.034 6.074  C73 1.428, C75 1.411
75 C -22.332 14.751 7.449  O74 1.411, C76 1.462, H85 1.090, H86 1.090
76 C -21.129 13.990 7.783  C75 1.462, N77 1.477, H87 1.090, H88 1.090
77 N -19.990 14.927 7.716  C76 1.477, C78 1.453, H89 1.010
78 C -18.774 14.186 8.006  N77 1.453, C79 1.489, H90 1.090, H91 1.090
79 C -18.366 13.460 6.772  C78 1.489, O80 1.382, H92 1.090, H93 1.090
80 O -18.419 14.176 5.591  C79 1.382, C81 1.357
81 C -17.996 13.502 4.493  O80 1.357, H94 1.090, H95 1.090, H96 1.090
82 H -22.191 13.296 5.260  C73 1.090
83 H -22.986 14.371 4.195  C73 1.090
84 H -23.912 13.513 5.573  C73 1.090
85 H -23.178 14.076 7.575  C75 1.090
86 H -22.524 15.624 8.073  C75 1.090
87 H -21.080 13.184 7.051  C76 1.090
88 H -21.108 13.512 8.762  C76 1.090
89 H -19.863 15.138 6.736  N77 1.010
90 H -19.044 13.443 8.757  C78 1.090
91 H -17.927 14.758 8.385  C78 1.090
92 H -19.028 12.621 6.558  C79 1.090
93 H -17.380 12.996 6.766  C79 1.090
94 H -17.972 14.080 3.570  C81 1.090
95 H -18.664 12.701 4.178  C81 1.090
96 H -17.031 13.021 4.653  C81 1.090
97 C -27.541 9.466 6.232  O98 1.432, H106 1.090, H107 1.090, H108 1.090
98 O -27.254 8.516 7.264  C97 1.432, C99 1.412
99 C -27.071 7.207 6.769  O98 1.412, C100 1.595, H109 1.090, H110 1.090
100 C -28.233 6.227 7.251  C99 1.595, N101 1.464, H111 1.090, H112 1.090
101 N -29.555 6.488 6.678  C100 1.464, C102 1.455, H113 1.010
102 C -30.569 5.590 7.209  N101 1.455, C103 1.525, H114 1.090, H115 1.090
103 C -30.941 6.126 8.588  C102 1.525, O104 1.457, H116 1.090, H117 1.090
104 O -31.358 7.506 8.374  C103 1.457, C105 1.425
105 C -32.018 7.888 9.577  O104 1.425, H118 1.090, H119 1.090, H120 1.090
106 H -26.784 9.179 5.502  C97 1.090
107 H -27.005 10.366 6.534  C97 1.090
108 H -28.566 9.668 5.922  C97 1.090
109 H -26.133 6.951 7.262  C99 1.090
110 H -26.993 7.054 5.692  C99 1.090
111 H -28.190 6.371 8.330  C100 1.090
112 H -27.864 5.219 7.059  C100 1.090
113 H -29.785 7.444 6.905  N101 1.010
114 H -30.279 4.541 7.268  C102 1.090
115 H -31.485 5.664 6.622  C102 1.090
116 H -30.115 6.060 9.296  C103 1.090
117 H -31.818 5.599 8.963  C103 1.090
118 H -31.457 7.499 10.427  C105 1.090
119 H -33.028 7.479 9.591  C105 1.090
120 H -32.040 8.974 9.668  C105 1.090
121 C -14.423 9.460 12.639  O122 1.379, H130 1.090, H131 1.090, H132 1.090
122 O -14.211 10.803 12.412  C121 1.379, C123 1.445
123 C -14.645 11.749 13.415  O122 1.445, C124 1.654, H133 1.090, H134 1.090
124 C -13.834 11.724 14.856  C123 1.654, N125 1.486, H135 1.090, H136 1.090
125 N -13.702 10.438 15.588  C124 1.486, C126 1.382, H137 1.010
126 C -12.789 10.504 16.624  N125 1.382, C127 1.630, H138 1.090, H139 1.090
127 C -13.303 11.175 18.017  C126 1.630, O128 1.413, H140 1.090, H141 1.090
128 O -14.233 10.364 18.707  C127 1.413, C129 1.416
129 C -14.492 10.594 20.080  O128 1.416, H142 1.090, H143 1.090, H144 1.090
130 H -13.957 9.051 13.535  C121 1.090
131 H -14.000 8.925 11.789  C121 1.090
132 H -15.502 9.318 12.694  C121 1.090
133 H -15.726 11.618 13.469  C123 1.090
134 H -14.535 12.741 12.976  C123 1.090
135 H -14.204 12.531 15.488  C124 1.090
136 H -12.831 12.109 14.669  C124 1.090
137 H -14.642 10.187 15.859  N125 1.010
138 H -11.880 11.040 16.352  C126 1.090
139 H -12.412 9.489 16.749  C126 1.090
140 H -13.857 12.052 17.682  C127 1.090
141 H -12.444 11.494 18.607  C127 1.090
142 H -14.910 11.596 19.990  C129 1.090
143 H -13.673 10.764 20.780  C129 1.090
144 H -15.183 9.868 20.509  C129 1.090
145 C -27.485 4.606 -0.319  O146 1.477, H154 1.090, H155 1.090, H156 1.090
146 O -27.379 5.318 0.971  C145 1.477, C147 1.480
147 C -28.453 6.264 1.346  O146 1.480, C148 1.565, H157 1.090, H158 1.090
148 C -28.100 7.085 2.630  C147 1.565, N149 1.450, H159 1.090, H160 1.090
149 N -26.821 7.760 2.521  C148 1.450, C150 1.477, H161 1.010
150 C -26.897 8.970 1.677  N149 1.477, C151 1.574, H162 1.090, H163 1.090
151 C -25.478 9.651 1.653  C150 1.574, O152 1.484, H164 1.090, H165 1.090
152 O -24.443 8.812 1.000  C151 1.484, C153 1.383
153 C -24.040 9.059 -0.299  O152 1.383, H166 1.090, H167 1.090, H168 1.090
154 H -27.744 5.386 -1.035  C145 1.090
155 H -28.188 3.778 -0.408  C145 1.090
156 H -26.492 4.306 -0.654  C145 1.090
157 H -29.333 5.634 1.469  C147 1.090
158 H -28.461 6.942 0.492  C147 1.090
159 H -27.722 6.323 3.311  C148 1.090
160 H -28.892 7.670 3.097  C148 1.090
161 H -26.080 7.140 2.227  N149 1.010
162 H -27.807 9.510 1.937  C150 1.090
163 H -27.068 8.730 0.628  C150 1.090
164 H -25.101 9.935 2.636  C151 1.090
165 H -25.651 10.590 1.126  C151 1.090
166 H -24.108 10.125 -0.517  C153 1.090
167 H -24.727 8.612 -1.019  C153 1.090
168 H -22.978 8.918 -0.499  C153 1.090
169 C -24.642 6.416 12.043  O170 1.452, H178 1.090, H179 1.090, H180 1.090
170 O -25.917 6.284 12.725  C169 1.452, C171 1.494
171 C -26.863 7.432 12.588  O170 1.494, C172 1.529, H181 1.090, H182 1.090
172 C -27.201 7.630 11.110  C171 1.529, N173 1.528, H183 1.090, H184 1.090
173 N -26.097 8.340 10.327  C172 1.528, C174 1.394, H185 1.010
174 C -26.425 9.691 10.427  N173 1.394, C175 1.567, H186 1.090, H187 1.090
175 C -25.130 10.399 9.901  C174 1.567, O176 1.444, H188 1.090, H189 1.090
176 O -25.122 11.833 9.726  C175 1.444, C177 1.429
177 C -25.428 12.282 8.404  O176 1.429, H190 1.090, H191 1.090, H192 1.090
178 H -23.821 5.777 12.367  C169 1.090
179 H -24.400 7.429 12.364  C169 1.090
180 H -24.723 6.303 10.962  C169 1.090
181 H -26.507 8.382 12.988  C171 1.090
182 H -27.773 7.239 13.155  C171 1.090
183 H -28.039 8.323 11.036  C172 1.090
184 H -27.444 6.706 10.586  C172 1.090
185 H -26.202 8.182 9.335  N173 1.010
186 H -26.484 10.097 11.436  C174 1.090
187 H -27.288 10.157 9.950  C174 1.090
188 H -24.908 9.817 9.007  C175 1.090
189 H -24.350 10.283 10.654  C175 1.090
190 H -26.503 12.130 8.306  C177 1.090
191 H -24.939 11.651 7.662  C177 1.090
192 H -25.137 13.328 8.494  C177 1.090